Molecular formula: C31H91N5O12
Method: DFT, wB97M-V/def2-TZVPD

Values from the calculation:
Total charge: 0
Maximum force (Eh/bohr): 0.058
Energy above the lowest of the compared OMol25 structures with the same formula, charge and spin (eV): 5.842
Gap between HOMO and LUMO (Ha): 0.34902
HOMO level (hartree): -0.339
DFT total energy (eV): -65633.700
SMILES: COC[C@H](C)N.COC[C@H](C)N.COC[C@H](C)N.COC[C@H](C)N.COC[C@H](C)N.CC(C)O.CC(C)O.CO.CO.CO.CO.CO

Element x y z (Å)
C  -0.47570  2.01988  4.44988
C  0.64495  2.74080  5.07818
C  1.20368  4.01018  4.32110
O  0.31661  3.21922  6.39349
H  -1.19130  2.81079  4.22522
H  -0.94809  1.29572  5.11361
H  -0.12694  1.52823  3.54172
H  1.45483  2.02414  5.21448
H  0.62237  4.92794  4.40999
H  1.35222  3.70160  3.28630
H  2.14687  4.33447  4.76078
H  0.71959  4.09029  6.37273
C  -0.13234  -6.26430  1.93593
C  0.57112  -5.20646  2.77987
C  1.77370  -4.78662  1.96710
O  -0.26806  -4.10508  2.96106
H  -0.96891  -6.52843  2.58283
H  0.47277  -7.13408  1.68014
H  -0.54275  -5.88286  1.00096
H  0.83454  -5.60104  3.76121
H  1.40690  -4.51598  0.97699
H  2.32910  -5.69869  1.74855
H  2.39842  -3.97540  2.34094
H  -0.89259  -4.33790  3.65197
C  -3.40996  4.91893  2.78975
C  -2.04092  5.18178  2.23977
C  -1.98079  5.86569  0.89146
O  -0.65450  5.65483  0.48259
C  -0.36906  6.24337  -0.70767
N  -1.48999  6.08917  3.20329
H  -3.89095  5.88815  2.92154
H  -3.48211  4.49050  3.78942
H  -4.02083  4.22792  2.20885
H  -1.41691  4.28907  2.19764
H  -2.23267  6.92566  0.85783
H  -2.60645  5.47285  0.09001
H  -1.01103  5.90481  -1.52091
H  0.64859  6.06822  -1.05668
H  -0.59842  7.30490  -0.80065
H  -1.42639  5.61497  4.09278
H  -0.53590  6.22701  2.90193
C  0.98697  3.11286  -0.43567
C  1.16382  1.67724  -1.10999
C  0.62883  0.55104  -0.13364
O  0.76394  -0.70686  -0.81506
C  0.18371  -1.66730  0.06755
N  0.45080  1.57794  -2.39404
H  1.06366  3.04555  0.64954
H  -0.01666  3.51932  -0.56059
H  1.55160  3.92203  -0.89888
H  2.23672  1.52721  -1.23031
H  -0.43185  0.69790  0.07004
H  1.29344  0.49028  0.72816
H  -0.85102  -1.32673  0.02937
H  0.52990  -1.47386  1.08285
H  0.31125  -2.72902  -0.14359
H  0.82876  2.33656  -2.94335
H  0.81936  0.72145  -2.78223
C  -1.46564  -7.23081  -4.47686
C  -0.19651  -6.97424  -3.79209
C  -0.18095  -6.91893  -2.22219
O  -1.21454  -6.16164  -1.66976
C  -1.11957  -4.77344  -2.01579
N  0.76784  -7.99541  -4.24789
H  -1.63703  -6.31216  -5.03794
H  -2.29865  -7.35001  -3.78404
H  -1.43786  -7.93781  -5.30599
H  0.25811  -6.07338  -4.20423
H  0.74166  -6.47476  -1.84856
H  -0.27005  -7.91195  -1.78166
H  -1.00071  -4.48084  -3.05904
H  -0.43555  -4.29965  -1.31170
H  -2.04856  -4.22468  -1.86107
H  1.12447  -7.79946  -5.17229
H  0.30385  -8.89200  -4.27852
C  4.55688  -1.92052  2.41224
C  3.73230  -1.04860  1.40277
C  4.22238  0.47681  1.32410
O  4.02532  1.11139  2.56480
C  4.23211  2.57677  2.56405
N  4.07123  -1.57176  0.11802
H  4.25673  -2.94035  2.65295
H  4.52306  -1.38997  3.36381
H  5.58459  -2.11672  2.10657
H  2.67090  -1.05163  1.65081
H  3.88658  1.01692  0.43888
H  5.30526  0.42066  1.21315
H  3.34864  3.08145  2.17307
H  5.17465  2.83677  2.08226
H  4.40092  2.97610  3.56412
H  3.90004  -2.56714  0.12003
H  3.38339  -1.13747  -0.48062
C  -7.79645  -4.49816  0.70008
C  -6.77788  -3.46783  1.24496
C  -5.37589  -3.74400  0.77209
O  -4.48877  -2.87370  1.47128
C  -3.14038  -3.17732  1.23414
N  -7.27408  -2.18143  0.87041
H  -7.43078  -5.50546  0.89942
H  -7.75259  -4.27856  -0.36667
H  -8.80143  -4.29222  1.06847
H  -6.97249  -3.38066  2.31390
H  -5.30634  -3.59629  -0.30562
H  -5.19546  -4.77492  1.07662
H  -3.01112  -4.25183  1.36384
H  -2.41560  -2.60950  1.81757
H  -2.88086  -2.94166  0.20205
H  -7.81320  -2.36538  0.03638
H  -6.42517  -1.72583  0.56727
C  0.21593  5.11477  -5.15530
O  -0.01236  6.24184  -4.33272
H  -0.36662  5.10558  -6.07653
H  1.26501  5.12356  -5.45101
H  -0.25854  4.22097  -4.75019
H  0.42479  7.07622  -4.51798
C  -2.64579  -0.39837  -2.22502
O  -3.89897  -1.10883  -2.09432
H  -2.81509  0.61410  -2.59156
H  -2.14822  -0.21072  -1.27354
H  -1.92711  -0.74017  -2.96985
H  -3.66994  -1.98307  -1.77052
C  4.20705  4.08818  -3.22486
O  4.63637  5.33247  -2.64473
H  3.24255  4.20784  -3.71832
H  4.96547  3.87730  -3.97880
H  4.31082  3.24849  -2.53764
H  4.65478  6.03896  -3.29445
C  2.81075  -0.82542  -5.17633
O  2.90822  0.34157  -4.35777
H  1.81447  -1.02232  -5.57224
H  3.55680  -0.67911  -5.95742
H  3.24285  -1.74401  -4.77936
H  3.74781  0.17049  -3.92484
C  2.98386  6.06539  0.90552
O  1.88344  5.76504  1.73955
H  2.62740  6.99432  0.46041
H  3.87757  6.36324  1.45386
H  3.29068  5.39094  0.10610
H  1.07263  5.74451  1.22597

Löwdin atomic charge list, values in e, 2 entries: C -0.051; C -0.474